# 1
An isolated molecule of C3H5NO3 at a distorted geometry, computed with the ωB97M-V functional and the def2-TZVPD basis.

XYZ file:
```
12
Properties=species:S:1:pos:R:3:forces:R:3
C -1.5399 1.5890 -1.2248 -0.77 3.68 -2.21
N -1.3769 0.3823 -0.9729 1.35 0.50 1.88
O -0.2488 0.4878 0.0045 -3.08 -3.49 -1.39
C 0.1465 -0.8229 0.3752 -5.31 -2.02 -0.82
O -0.5035 -1.8464 0.1657 2.01 2.81 0.13
C 1.2665 -0.6000 1.1934 3.88 1.21 -0.88
O 1.9293 0.4602 0.2900 1.44 -1.98 3.30
H -2.4037 1.8518 -1.9953 1.99 -0.47 1.78
H -0.7589 2.4291 -0.8239 -2.35 -1.90 -0.98
H 1.0564 -0.3681 2.2262 -0.28 0.96 0.19
H 1.9046 -1.4420 1.2692 0.69 -0.84 -0.38
H 1.1868 1.0434 0.3893 0.44 1.54 -0.64
```
Forces are in eV/Å.

Computed properties:
Max |F|: 0.1117 hartree/bohr
HOMO energy: -10.386 eV
SMILES: C=NOC(=O)CO
Orbital gap: 11.09 eV
Energy: -10820.29782 eV
Energy above the lowest of the compared OMol25 structures with the same formula, charge and spin: 520.1 kJ/mol
LUMO energy: 0.02572 hartree

---

# 2
A cluster of 2 separate species, C18H11Cl3F3O3S in total at a distorted geometry, computed with the ωB97M-V functional and the def2-TZVPD basis.

XYZ file:
```
39
Properties=species:S:1:pos:R:3:forces:R:3
F -4.9058 3.2976 1.7178 0.69 0.00 -0.25
C -3.6999 3.3000 1.1291 -0.39 0.10 -0.65
F -3.8195 2.8172 -0.1192 0.01 0.37 1.04
F -3.2484 4.5747 1.0590 -0.27 -0.82 0.11
S -2.5180 2.2620 2.1676 1.04 -0.29 0.05
C -0.9090 2.7042 1.4111 -0.43 0.54 0.46
C 0.2739 2.2357 2.2306 0.17 -0.36 0.00
C 1.5046 2.8014 1.8810 -0.24 0.19 0.44
C 2.6485 2.4911 2.6061 -0.08 -0.22 0.05
C 2.5830 1.5592 3.6509 -0.37 0.01 -0.21
C 1.3678 0.9286 3.9392 0.10 0.20 -0.28
C 0.2115 1.2482 3.2172 0.25 0.16 0.07
O -2.4859 2.8694 3.4733 -0.53 -0.20 -0.40
O -2.8080 0.8701 1.9531 -0.25 0.90 0.17
H -0.9522 3.8079 1.3831 0.13 -0.46 0.12
H 1.5185 3.5150 1.0558 0.20 -0.15 0.23
H 3.5898 2.9701 2.3455 -0.14 -0.14 0.08
H 3.4787 1.3053 4.2173 -0.23 0.08 -0.14
H 1.3119 0.1740 4.7223 0.04 0.16 -0.19
H -0.7172 0.7182 3.4308 0.27 0.23 -0.02
Cl -0.8322 2.1412 -0.2324 0.02 -0.34 -0.75
C -1.6737 -1.6267 -3.4161 2.50 -0.16 0.51
Cl -2.8250 -0.8712 -4.4004 -0.96 0.63 -0.60
C -0.2684 -1.1786 -3.5477 -0.91 -0.94 0.63
O 0.0586 -0.1233 -4.0883 0.29 0.49 -0.58
C 0.7405 -2.1254 -2.9787 -1.26 0.06 0.06
C 0.3205 -3.1787 -2.1049 -0.39 0.39 -0.11
C 1.2792 -4.1333 -1.6948 0.52 0.02 0.03
C 2.6073 -4.0129 -2.0672 -0.41 0.25 0.08
C 3.0219 -2.9132 -2.8445 -0.33 0.34 -0.19
C 2.0868 -1.9884 -3.3078 0.76 -0.54 0.27
C -1.0569 -3.2379 -1.7284 0.16 0.66 -1.50
Cl -1.5146 -4.1833 -0.3886 -0.48 -0.93 0.88
C -2.0342 -2.5623 -2.4689 0.82 -0.31 0.32
H 0.9454 -4.9811 -1.1052 0.10 0.11 0.02
H 3.3360 -4.7579 -1.7478 -0.16 0.12 -0.06
H 4.0700 -2.7828 -3.0909 -0.03 -0.07 -0.04
H 2.3996 -1.1528 -3.9304 -0.18 -0.12 0.09
H -3.0850 -2.7813 -2.3288 -0.02 0.03 0.24
```
Forces are in eV/Å.

Computed properties:
Max |F|: 0.0496 hartree/bohr
HOMO energy: -2.826 eV
Charge: -1
Orbital gap: 5.19 eV
Energy: -81542.86127 eV
Energy above the lowest of the compared OMol25 structures with the same formula, charge and spin: 0.0 kJ/mol
LUMO energy: 0.08674 hartree

---

# 3
A cluster of 4 separate species, H8O4 in total at a distorted geometry, computed with the ωB97M-V functional and the def2-TZVPD basis.

XYZ file:
```
12
Properties=species:S:1:pos:R:3:forces:R:3
O -0.1702 -0.9552 -2.4846 -0.46 -1.57 -0.66
H 0.4738 -0.6132 -1.8946 0.98 0.70 0.90
H -0.6302 -0.2092 -2.8246 -0.54 0.90 -0.40
O -0.3952 1.4948 1.5864 0.92 0.51 0.32
H -0.8112 0.6468 1.7024 -0.32 -1.03 -0.09
H -1.0612 2.0058 1.1524 -0.67 0.74 -0.39
O 1.1988 0.3378 -0.3216 -1.15 1.27 0.66
H 1.9058 0.0888 0.2554 1.03 -0.24 0.33
H 0.6438 0.9328 0.3014 0.72 -0.87 -1.05
O -0.7682 -1.1492 0.7244 0.80 -0.96 1.84
H 0.0668 -1.0052 0.2274 -0.64 0.08 0.06
H -0.4532 -1.5752 1.5754 -0.67 0.50 -1.52
```
Forces are in eV/Å.

Computed properties:
Max |F|: 0.0433 hartree/bohr
HOMO energy: -10.897 eV
SMILES: O.O.O.O
Orbital gap: 11.38 eV
Energy: -8319.91111 eV
Energy above the lowest of the compared OMol25 structures with the same formula, charge and spin: 73.8 kJ/mol
LUMO energy: 0.01765 hartree

---

# 4
A cluster of 2 separate species, C16H31F3I2N3O4PS in total at a distorted geometry, computed with the ωB97M-V functional and the def2-TZVPD basis.

XYZ file:
```
61
Properties=species:S:1:pos:R:3:forces:R:3
C -7.2084 -2.2056 -3.0333 -0.86 0.82 -0.30
C -6.6831 -0.8552 -2.5870 0.46 -1.00 0.31
I -7.7350 0.7793 -3.4120 0.20 -0.14 0.03
C -5.6484 -0.7195 -1.7442 -0.70 0.85 -0.53
I -4.7551 -2.5133 -1.0790 -0.15 0.31 0.09
C -5.2032 0.6696 -1.2927 0.70 -0.15 0.56
C -6.2586 1.2983 -0.3260 -0.19 -0.16 -1.05
O -5.6611 2.0679 0.7312 0.14 -0.99 0.23
S -4.9240 1.0611 1.7337 0.88 -0.28 2.23
O -5.7968 0.0355 2.2185 -0.56 -0.26 -1.09
O -4.3286 1.8322 2.7776 0.25 0.85 -0.56
C -3.6031 0.3362 0.7357 -1.12 0.32 -0.34
C -3.7686 0.8200 -0.7184 0.44 -0.28 -0.14
C -2.6766 0.2934 -1.7005 -0.03 0.74 0.54
C -1.3113 -0.0349 -1.0551 -0.43 -0.21 -1.04
C -1.0483 -1.5088 -0.8075 1.28 1.09 0.17
F 0.2991 -1.6600 -0.6670 -0.27 -0.37 -0.08
F -1.5802 -1.9780 0.3313 -0.36 -0.33 -0.37
F -1.3914 -2.2581 -1.8623 -0.33 -0.26 0.39
H -8.1450 -2.0545 -3.5709 0.10 -0.11 -0.12
H -6.5088 -2.6951 -3.7087 0.08 -0.16 0.17
H -7.4668 -2.8228 -2.1756 0.32 -0.16 0.02
H -5.1994 1.2959 -2.1878 0.01 -0.15 -0.12
H -6.8660 1.9911 -0.8977 -0.02 0.18 0.21
H -6.9162 0.5121 0.0441 0.08 0.14 0.39
H -3.6963 -0.7376 0.8642 0.02 0.01 0.01
H -2.6975 0.6933 1.2150 0.06 0.04 -0.09
H -3.5956 1.8978 -0.6754 -0.12 0.01 0.09
H -2.4745 1.1338 -2.3681 -0.12 -0.10 -0.15
H -3.0352 -0.5113 -2.3373 0.08 -0.17 0.15
H -1.0901 0.5642 -0.1762 -0.02 -0.18 0.15
H -0.5599 0.2360 -1.7980 0.13 -0.06 0.10
C 6.3016 -0.3793 -0.5884 0.30 -0.22 0.39
N 5.3091 0.6661 -0.4348 0.10 0.46 0.02
C 5.8408 1.9147 -0.9774 -0.36 0.31 -0.07
P 4.2708 0.8695 0.9266 -0.80 -5.40 -3.44
O 3.1601 1.6553 0.2783 1.25 2.35 2.25
N 3.3586 -0.5796 1.2444 -0.03 -0.27 0.09
C 3.4810 -1.7461 0.3873 0.43 -0.16 0.04
C 1.9491 -0.3424 1.5464 0.02 0.37 0.14
N 5.4981 0.3990 2.1004 -0.86 2.55 1.20
C 5.1428 -0.4525 3.2451 -0.16 -0.33 0.09
C 6.1390 1.6195 2.6593 0.40 0.05 -0.41
H 7.1857 -0.2345 0.0470 0.00 0.01 0.00
H 6.6411 -0.4028 -1.6267 -0.08 0.17 -0.02
H 5.9033 -1.3688 -0.3897 -0.06 0.08 0.15
H 6.7033 2.2794 -0.4006 0.08 -0.04 -0.11
H 5.0788 2.6938 -0.9766 -0.06 -0.08 0.07
H 6.1614 1.7781 -2.0119 0.01 -0.11 0.02
H 3.3436 -1.5116 -0.6755 0.03 -0.07 -0.03
H 2.7410 -2.4973 0.6688 -0.15 0.17 0.04
H 4.4436 -2.2431 0.5305 0.03 0.09 -0.11
H 1.3577 -0.1937 0.6438 -0.04 0.14 0.04
H 1.8290 0.5377 2.1786 0.01 0.00 -0.04
H 1.5340 -1.1929 2.0942 0.15 -0.10 -0.05
H 4.2837 -0.0768 3.8042 0.00 -0.06 0.07
H 5.9960 -0.5080 3.9266 0.08 0.27 -0.11
H 4.9436 -1.4723 2.9314 -0.18 0.09 -0.14
H 5.4487 2.1819 3.2947 0.07 -0.02 0.11
H 6.4692 2.2847 1.8573 -0.06 -0.05 -0.04
H 7.0196 1.3592 3.2460 -0.02 -0.08 -0.02
```
Forces are in eV/Å.

Computed properties:
Max |F|: 0.1255 hartree/bohr
HOMO energy: -8.263 eV
SMILES: C/C(I)=C(\I)[C@H]1COS(=O)(=O)C[C@H]1CCC(F)(F)F.CN(C)P(=O)(N(C)C)N(C)C
Orbital gap: 8.06 eV
Energy: -74231.11425 eV
LUMO energy: -0.00743 hartree

---

Which value of max |F| does entry 1 give?
0.1117 hartree/bohr

---

Look up the HOMO energy of the fourth one.
-8.263 eV

---

Among the records above, which one has the lowest orbital gap?
C18H11Cl3F3O3S

---

Which of these has the highest max |F|?
C16H31F3I2N3O4PS